Density functional theory data (ωB97M-V/def2-TZVPD) for a single C4H5NO2 molecule.

Positions of all 12 atoms, in Å:
O: -2.068 0.011 1.101
C: -1.527 -0.389 0.103
C: -0.380 0.335 -0.611
C: 0.532 1.012 0.407
N: 1.375 -0.109 0.856
C: 1.263 -0.985 -0.050
O: 0.438 -0.737 -1.112
H: -1.778 -1.364 -0.364
H: -0.738 0.950 -1.444
H: 1.175 1.777 -0.039
H: -0.039 1.454 1.226
H: 1.747 -1.954 -0.071

Computed properties:
spin multiplicity	1
charge	0
LUMO energy	0.737	eV

***

Density functional theory data (ωB97M-V/def2-TZVPD) for a single C4H5NO2 molecule.

Positions of all 12 atoms, in Å:
C: -1.780 -0.643 0.240
C: -0.578 0.200 0.187
C: 0.230 1.175 0.061
O: 0.584 2.411 -0.269
N: 0.903 0.045 0.672
C: 1.650 -0.822 -0.158
O: 1.169 -1.654 -0.888
H: -1.627 -1.551 -0.349
H: -1.999 -0.931 1.274
H: -2.638 -0.097 -0.160
H: 1.441 2.598 0.142
H: 2.740 -0.728 0.002

Computed properties:
spin multiplicity	1
charge	0
LUMO energy	0.463	eV

***

Density functional theory data (ωB97M-V/def2-TZVPD) for a single C4H5NO2 molecule.

Positions of all 12 atoms, in Å:
O: -1.473 -0.291 1.954
C: -1.321 0.483 0.756
C: -0.058 0.181 0.149
C: 0.236 -1.003 -1.163
O: 1.415 -0.538 -1.499
C: 1.970 0.339 -0.639
N: 1.103 0.804 0.234
H: -0.965 -1.121 1.891
H: -1.272 1.603 1.046
H: -2.061 0.289 0.031
H: -0.553 -1.348 -1.770
H: 2.978 0.604 -0.990

Computed properties:
spin multiplicity	1
charge	0
LUMO energy (alpha / beta)	0.282 / 0.281	eV

***

Density functional theory data (ωB97M-V/def2-TZVPD) for a molecular structure, C4H5NO2.

Positions of all 12 atoms, in Å:
N: 0.446 1.264 1.041
C: 0.125 0.283 0.074
C: -1.216 0.079 -0.622
C: -0.646 -0.989 0.236
O: 0.346 -1.749 -0.504
C: 1.122 -0.609 -0.616
O: 2.234 -0.499 -1.035
H: 0.737 2.135 0.611
H: 1.238 0.918 1.576
H: -2.040 0.641 -0.189
H: -1.261 -0.056 -1.701
H: -1.084 -1.418 1.129

Computed properties:
spin multiplicity	1
charge	0
LUMO energy	0.909	eV

***

Density functional theory data (ωB97M-V/def2-TZVPD) for a single C4H5NO2 molecule.

Positions of all 12 atoms, in Å:
O: -2.061 0.339 0.876
C: -1.659 -0.479 0.075
C: -0.823 -0.345 -1.133
C: 0.647 1.225 0.310
N: 1.418 0.034 0.549
C: 1.213 -0.999 -0.126
O: 0.307 -1.016 -1.204
H: -2.114 -1.499 0.005
H: -0.015 1.171 -0.597
H: 1.317 2.071 0.152
H: -0.024 1.414 1.150
H: 1.792 -1.915 -0.058

Computed properties:
spin multiplicity	1
charge	0
LUMO energy	-0.414	eV

***

Density functional theory data (ωB97M-V/def2-TZVPD) for a single C4H5NO2 molecule.

Positions of all 12 atoms, in Å:
O: 1.432 1.461 -1.086
C: 0.409 0.886 -1.354
C: -0.565 0.384 -0.303
C: -0.293 -1.119 -0.015
N: 0.479 -1.100 1.228
C: 0.405 0.086 1.659
O: -0.281 1.014 0.946
H: 0.132 0.629 -2.405
H: -1.598 0.603 -0.596
H: -1.217 -1.681 0.150
H: 0.271 -1.614 -0.813
H: 0.828 0.451 2.588

Computed properties:
spin multiplicity	1
charge	0
LUMO energy	0.787	eV

***

Density functional theory data (ωB97M-V/def2-TZVPD) for a single C4H5NO2 molecule.

Positions of all 12 atoms, in Å:
C: -1.034 -1.015 1.625
C: -0.334 -0.105 0.674
C: 0.112 1.182 0.843
O: 0.748 1.628 -0.226
N: 0.719 0.658 -1.194
C: 0.099 -0.363 -0.638
O: -0.102 -1.537 -1.258
H: -0.392 -1.885 1.884
H: -1.263 -0.531 2.577
H: -1.961 -1.456 1.211
H: 0.025 1.882 1.650
H: 0.329 -1.539 -2.115

Computed properties:
spin multiplicity	1
charge	0
LUMO energy	0.797	eV

***

Density functional theory data (ωB97M-V/def2-TZVPD) for a single C4H5NO2 molecule.

Positions of all 12 atoms, in Å:
O: -0.660 -0.258 -1.727
C: -0.963 0.710 -1.065
C: -0.081 0.931 0.273
O: -0.074 2.026 0.707
C: 0.666 -0.229 0.907
C: 0.079 -1.621 0.864
N: 1.156 -1.308 0.032
H: -1.692 1.540 -1.100
H: 1.252 0.006 1.710
H: 0.279 -2.065 1.838
H: -0.960 -1.892 0.458
H: 0.691 -1.322 -0.842

Computed properties:
spin multiplicity	1
charge	0
LUMO energy	-0.366	eV

***

Density functional theory data (ωB97M-V/def2-TZVPD) for a single C4H5NO2 molecule.

Positions of all 12 atoms, in Å:
O: 1.123 1.376 -1.053
C: 1.406 0.932 0.102
C: 0.423 0.349 0.931
C: 0.348 -1.157 0.764
C: -0.982 -0.807 -0.072
O: -1.662 -1.246 -0.997
N: -0.892 0.558 0.307
H: 2.502 0.729 0.473
H: 0.938 0.818 1.961
H: -0.130 -1.679 1.722
H: 1.009 -1.823 0.340
H: -0.930 1.116 -0.597

Computed properties:
spin multiplicity	1
charge	0
LUMO energy	0.172	eV

***

Density functional theory data (ωB97M-V/def2-TZVPD) for a single C4H5NO2 molecule.

Positions of all 12 atoms, in Å:
H: -2.664 0.325 0.117
N: -2.006 -0.448 0.062
C: -0.795 -0.141 0.016
C: -0.147 1.233 0.025
O: 1.252 1.027 0.030
C: 1.580 -0.276 -0.002
O: 2.711 -0.657 0.016
C: 0.322 -1.130 -0.063
H: -0.422 1.806 -0.867
H: -0.426 1.813 0.910
H: 0.298 -1.853 0.752
H: 0.295 -1.698 -0.995

Computed properties:
spin multiplicity	1
charge	0
LUMO energy	0.682	eV

***

Density functional theory data (ωB97M-V/def2-TZVPD) for a single C4H5NO2S molecule.

Positions of all 13 atoms, in Å:
C: 2.724 -0.957 0.080
O: 1.317 -1.100 -0.063
C: 0.541 -0.014 -0.096
O: 1.072 1.191 -0.035
C: 0.013 2.038 0.086
N: -1.162 1.492 0.034
C: -0.794 0.115 -0.072
S: -2.124 -1.021 0.006
H: 3.170 -0.237 -0.636
H: 3.160 -1.919 -0.213
H: 3.028 -0.746 1.070
H: 0.239 3.110 -0.052
H: -1.502 -2.133 0.297

Computed properties:
spin multiplicity	1
charge	0
LUMO energy	0.730	eV

***

Density functional theory data (ωB97M-V/def2-TZVPD) for a single C4H5NO2S2 molecule.

Positions of all 14 atoms, in Å:
C: 1.984 0.466 0.189
S: 0.164 0.692 -0.451
O: 0.199 1.946 -1.187
C: -0.361 -0.580 -1.342
C: -0.401 -1.803 -0.625
N: -0.371 -2.554 0.238
O: -0.520 0.710 1.037
C: -1.676 0.163 1.243
S: -2.930 0.293 0.213
H: 1.845 -0.038 1.098
H: 2.616 0.119 -0.597
H: 2.179 1.498 0.403
H: -0.838 -0.395 -2.315
H: -1.891 -0.516 2.094

Computed properties:
spin multiplicity	1
charge	0
LUMO energy	-0.550	eV

***

Density functional theory data (ωB97M-V/def2-TZVPD) for 2 unconnected molecules or ions with the total composition C4H5NO3.

Positions of all 13 atoms, in Å:
C: -0.099 -0.622 1.425
C: 0.899 0.071 0.367
C: 0.011 0.385 -0.850
C: 0.170 1.730 -1.685
H: -1.170 -1.847 0.186
H: -1.578 -1.957 1.779
H: 0.883 1.310 0.403
H: 1.651 -0.523 0.246
H: -0.875 1.615 -2.431
N: -0.339 -2.003 1.069
O: 0.050 -0.292 2.580
O: -0.659 -0.430 -1.499
O: 1.058 2.562 -1.590

Computed properties:
spin multiplicity	1
charge	0
LUMO energy	-1.091	eV

***

Density functional theory data (ωB97M-V/def2-TZVPD) for a single C4H5NO3 molecule.

Positions of all 13 atoms, in Å:
C: 1.261 1.115 -0.223
N: 1.745 0.056 -0.593
O: 1.209 -1.105 0.039
C: 0.027 -0.760 0.794
O: -1.012 -1.118 -0.083
C: -1.365 -0.051 -0.808
O: -1.433 1.097 0.196
C: -0.081 0.865 0.699
H: 1.917 2.026 -0.105
H: -0.285 -1.569 1.581
H: -0.867 0.294 -1.735
H: -2.260 -0.431 -1.183
H: 0.119 1.278 1.605

Computed properties:
spin multiplicity	1
charge	0
LUMO energy	0.766	eV

***

Density functional theory data (ωB97M-V/def2-TZVPD) for a single C4H5NO3 molecule.

Positions of all 13 atoms, in Å:
O: 2.095 1.144 1.827
N: 1.953 0.832 0.492
C: 0.791 0.335 0.155
C: 0.590 -0.182 -1.219
C: -0.724 -0.252 -1.662
O: -1.686 -0.125 -0.719
C: -1.309 -0.579 0.566
O: -0.217 0.277 1.073
H: 1.283 0.997 2.325
H: 1.465 -0.077 -1.839
H: -1.105 -0.385 -2.704
H: -2.228 -0.423 1.145
H: -0.907 -1.561 0.561

Computed properties:
spin multiplicity	1
charge	0
LUMO energy	0.694	eV

***

Density functional theory data (ωB97M-V/def2-TZVPD) for a molecular structure, C4H5NO3.

Positions of all 13 atoms, in Å:
C: -1.667 -0.012 0.672
N: 1.722 0.067 -0.608
C: 1.420 -1.161 0.411
C: 0.499 0.560 -0.633
C: -0.276 -0.217 0.198
O: 0.178 -1.608 0.155
O: 0.226 1.752 -1.193
O: 2.306 -1.676 1.032
H: -0.725 1.927 -1.121
H: 2.419 0.235 -1.321
H: -1.771 0.983 1.113
H: -2.391 -0.109 -0.145
H: -1.941 -0.742 1.438

Computed properties:
spin multiplicity	1
charge	0
LUMO energy	0.371	eV

***

Density functional theory data (ωB97M-V/def2-TZVPD) for a single C4H5NO3 molecule.

Positions of all 13 atoms, in Å:
N: 2.247 0.223 -0.077
C: 0.919 -0.233 0.061
C: 0.450 -1.463 -0.072
O: -0.913 -1.444 -0.031
C: -1.401 -0.103 -0.096
O: -2.749 0.165 0.122
C: -0.185 0.632 -0.170
O: -0.155 2.103 -0.128
H: 2.890 -0.628 0.145
H: 2.519 1.151 0.412
H: 0.860 -2.436 -0.052
H: -3.303 -0.165 -0.631
H: -1.178 2.197 0.516

Computed properties:
spin multiplicity	1
charge	0
LUMO energy	0.404	eV

***

Density functional theory data (ωB97M-V/def2-TZVPD) for a single C4H5NO3S2 molecule.

Positions of all 15 atoms, in Å:
C: 0.200 -1.760 -0.507
C: 1.497 -1.860 -0.247
C: -0.198 -0.260 -0.376
C: 0.721 1.840 0.323
N: 0.788 0.447 0.045
O: -2.268 1.381 -0.597
O: -2.625 -1.097 -0.566
O: -1.846 0.097 1.463
S: 2.314 -0.445 0.173
S: -2.011 0.092 0.007
H: -0.562 -2.553 -0.803
H: 1.911 -2.876 -0.168
H: 1.432 2.220 1.224
H: 0.963 2.527 -0.506
H: -0.315 2.248 0.535

Computed properties:
spin multiplicity	1
charge	0
LUMO energy	-0.932	eV

***

Density functional theory data (ωB97M-V/def2-TZVPD) for a gas-phase ion, C4H5NO5P2S (charge -2).

Positions of all 18 atoms, in Å:
O: 0.017 -2.040 2.117
P: -0.535 -1.760 0.782
O: 0.262 -2.172 -0.382
O: -1.929 -2.681 0.538
P: -1.599 0.153 0.366
O: -3.024 0.000 0.030
C: -0.531 0.942 -0.766
O: -1.074 1.713 -1.839
C: 0.820 0.994 -0.477
C: 1.966 1.499 -1.120
S: 3.304 0.948 -0.171
C: 2.234 0.089 0.916
N: 1.028 0.310 0.661
H: -2.245 -2.400 -0.350
H: -1.427 0.877 1.704
H: -1.968 1.579 -2.065
H: 1.930 2.402 -1.726
H: 2.771 -0.453 1.782

Computed properties:
spin multiplicity	1
charge	-2
LUMO energy	5.122	eV

***

Density functional theory data (ωB97M-V/def2-TZVPD) for a single C4H5NOS molecule.

Positions of all 12 atoms, in Å:
C: -1.994 -0.546 -0.769
C: -1.252 0.378 -1.451
C: -2.068 -1.257 1.635
C: 1.457 0.080 0.964
N: -1.997 -0.912 0.532
O: 0.200 0.810 0.714
S: -0.006 1.430 -0.799
H: -2.726 -1.068 -1.399
H: -1.530 0.633 -2.478
H: 2.324 0.698 0.597
H: 1.482 -0.044 2.101
H: 1.390 -0.952 0.468

Computed properties:
spin multiplicity	1
charge	0
LUMO energy	0.623	eV

***

Number 1: strongest force on any atom 0.6 eV/Å. Number 2: strongest force on any atom 0.5 eV/Å. Number 3: strongest force on any atom 8.8 eV/Å. Number 4: strongest force on any atom 0.8 eV/Å. Number 5: strongest force on any atom 0.6 eV/Å. Number 6: strongest force on any atom 0.6 eV/Å. Number 7: strongest force on any atom 1.3 eV/Å. Number 8: strongest force on any atom 4.7 eV/Å. Number 9: strongest force on any atom 6.6 eV/Å. Number 10: strongest force on any atom 0.9 eV/Å. Number 11: strongest force on any atom 2.6 eV/Å. Number 12: strongest force on any atom 4.8 eV/Å. Number 13: strongest force on any atom 12.2 eV/Å. Number 14: strongest force on any atom 5.1 eV/Å. Number 15: strongest force on any atom 2.7 eV/Å. Number 16: strongest force on any atom 4.5 eV/Å. Number 17: strongest force on any atom 6.3 eV/Å. Number 18: strongest force on any atom 4.8 eV/Å. Number 19: strongest force on any atom 4.0 eV/Å. Number 20: strongest force on any atom 3.2 eV/Å.